(1)
{
  "formula": "C5H28N2O7S",
  "method": "ωB97M-V with the def2-TZVPD basis set",
  "elements": ["C", "N", "C", "C", "C", "S", "N", "C", "H", "H", "H", "H", "H", "H", "H", "H", "H", "H", "H", "H", "H", "H", "O", "H", "H", "O", "H", "H", "O", "H", "H", "O", "H", "H", "O", "H", "H", "O", "H", "H", "O", "H", "H"],
  "xyz": [[0.38829, 0.89948, 2.60741], [0.40931, 0.59400, 1.15811], [-0.84560, -0.10391, 0.79513], [-0.83066, -0.14626, -0.75076], [0.01305, -1.26370, -1.39865], [-0.15175, -1.43411, -3.19663], [-2.21189, -0.31053, -1.21933], [-2.76107, 0.74005, -2.12883], [-0.53677, 1.40575, 2.94481], [0.10856, -0.05498, 3.08289], [1.18046, 1.59420, 2.83944], [0.43405, 1.47790, 0.67109], [-0.96829, -1.08120, 1.21977], [-1.65573, 0.51307, 1.16418], [-0.37485, 0.79945, -1.09652], [-0.12165, -2.21836, -0.76854], [1.06096, -1.00031, -1.12139], [-1.52392, -1.67710, -3.26834], [-2.92598, -0.46158, -0.50583], [-3.07888, 1.57064, -1.50115], [-3.61727, 0.28823, -2.67716], [-1.95582, 1.24387, -2.66709], [-2.44220, -2.85255, 0.29455], [-2.25233, -2.58677, -0.61895], [-3.40102, -2.93501, 0.32577], [2.94500, 1.82346, 0.02243], [3.50968, 1.51388, -0.69640], [3.00607, 1.14357, 0.70587], [4.27813, -0.64372, -0.64132], [3.87482, -1.01734, 0.16796], [3.85208, -1.12208, -1.35956], [-1.06587, 3.27534, 0.91193], [-1.22086, 4.20574, 1.10877], [-0.33972, 3.31774, 0.25661], [2.58636, -1.26215, 1.29487], [2.20285, -1.83089, 1.97355], [1.92426, -0.55289, 1.15161], [-0.16404, -3.33034, 1.68320], [0.18544, -4.13870, 1.28648], [-1.08703, -3.29524, 1.36329], [0.82605, 2.99856, -0.98439], [1.23040, 2.24572, -1.42697], [1.51739, 3.66907, -1.00191]],
  "nbo_charge": [-0.44, -0.66, -0.24, -0.05, -0.56, -0.05, -0.69, -0.42, 0.18, 0.21, 0.22, 0.39, 0.22, 0.19, 0.18, 0.22, 0.24, 0.14, 0.37, 0.18, 0.20, 0.21, -0.97, 0.50, 0.48, -0.98, 0.49, 0.48, -0.99, 0.50, 0.46, -0.98, 0.47, 0.49, -1.01, 0.50, 0.50, -0.98, 0.47, 0.50, -0.96, 0.50, 0.49],
  "smiles": "CNC[C@@H](CS)NC.O.O.O.O.O.O.O",
  "relative_energy_kj_mol": 81.94,
  "largest_force_ev_per_a": 2.67,
  "orbital_gap_ev": 9.08,
  "energy_ev": -33786.551
}

=====

(2)
{
  "formula": "C5H28N2O9",
  "method": "ωB97M-V with the def2-TZVPD basis set",
  "elements": ["H", "N", "C", "N", "C", "C", "C", "C", "O", "H", "H", "H", "H", "H", "H", "H", "H", "H", "H", "H", "O", "H", "H", "O", "H", "H", "O", "H", "H", "O", "H", "H", "O", "H", "H", "O", "H", "H", "O", "H", "H", "O", "H", "H"],
  "xyz": [[0.12770, 3.00863, 0.98895], [-0.23340, 2.23021, 0.44291], [0.48985, 1.68340, -0.44052], [1.81784, 2.05083, -0.66875], [2.57538, 1.44828, -1.75160], [3.21209, 0.13717, -1.35397], [2.33240, -0.99109, -0.87762], [3.16830, -2.23967, -0.54822], [3.82953, -1.79217, 0.68316], [0.14507, 0.78360, -0.92898], [2.35880, 2.54905, 0.02286], [1.94178, 1.30620, -2.64840], [3.36933, 2.14027, -2.06566], [3.95069, 0.35132, -0.54515], [3.88245, -0.32395, -2.08154], [1.75398, -0.80195, 0.03279], [1.49742, -1.17784, -1.57771], [2.57494, -3.09360, -0.17511], [3.92288, -2.49759, -1.25750], [4.79050, -1.87311, 0.68459], [-0.92212, 2.22532, 3.54050], [-0.96424, 1.56370, 4.25381], [-0.26090, 1.86765, 2.93545], [-3.44048, 1.76116, -0.67529], [-2.55111, 1.83298, -0.28804], [-4.05588, 2.38726, -0.30902], [-3.06676, 2.02845, 2.03136], [-3.02661, 1.75293, 2.93528], [-2.27887, 2.26631, 1.55586], [-2.89700, -0.52574, 2.93882], [-3.76217, -0.14523, 2.73251], [-2.53598, -0.35568, 2.05573], [-0.08446, -1.42760, 1.92186], [-0.31842, -2.13000, 2.53705], [0.78060, -1.60395, 1.53668], [-0.81954, -0.94269, -0.69692], [-1.07964, -1.33472, 0.18271], [-1.77253, -0.89774, -0.95486], [-1.18101, -2.63607, -3.64668], [-1.19494, -2.58220, -2.67326], [-0.38503, -2.20905, -3.98718], [-3.51994, -1.34904, -1.29496], [-4.01432, -0.81329, -1.93092], [-4.15617, -1.63075, -0.63503]],
  "nbo_charge": [0.35, -0.80, 0.30, -0.64, -0.21, -0.42, -0.42, -0.06, -0.77, 0.22, 0.39, 0.20, 0.21, 0.21, 0.20, 0.20, 0.22, 0.18, 0.17, 0.47, -0.95, 0.47, 0.48, -0.98, 0.49, 0.48, -1.01, 0.50, 0.50, -0.95, 0.47, 0.48, -0.96, 0.49, 0.48, -1.01, 0.49, 0.50, -0.96, 0.49, 0.47, -0.96, 0.50, 0.48],
  "smiles": "[H]/N=C\\NCCCCO.O.O.O.O.O.O.O.O",
  "relative_energy_kj_mol": 397.67,
  "largest_force_ev_per_a": 3.14,
  "orbital_gap_ev": 9.47,
  "energy_ev": -27045.924
}

=====

(3)
{
  "formula": "C5H28NO12",
  "method": "ωB97M-V with the def2-TZVPD basis set",
  "elements": ["O", "C", "O", "C", "C", "C", "C", "N", "H", "H", "H", "H", "H", "H", "H", "H", "H", "H", "O", "H", "H", "O", "H", "H", "O", "H", "H", "O", "H", "H", "O", "H", "H", "O", "H", "H", "O", "H", "H", "O", "H", "H", "O", "H", "H", "O"],
  "xyz": [[-0.17498, -1.49549, 2.34407], [0.22147, -0.38051, 1.90052], [-0.08023, 0.73883, 2.49760], [1.21268, -0.29198, 0.76521], [0.50157, -0.54239, -0.55149], [-0.73806, 0.24274, -0.99360], [-2.76692, -0.57632, 0.18503], [-2.06786, -0.59099, -0.93705], [1.98538, -1.04526, 1.10971], [1.81402, 0.63572, 0.82424], [1.17754, -0.41881, -1.38965], [0.26350, -1.66952, -0.75150], [-1.01741, 1.08476, -0.40077], [-0.56903, 0.44534, -2.06209], [-3.79126, -0.86068, 0.15836], [-2.50844, -0.23110, 1.17891], [-0.99720, 2.51663, 3.55665], [-1.41730, 1.21492, 3.07383], [-1.77990, 2.01523, 3.66392], [4.02780, 0.04469, -1.21658], [3.40473, 1.26441, -1.65986], [4.19029, 0.69904, -1.79858], [-0.91748, -2.15821, -3.52188], [-0.24028, -1.14854, -2.82718], [-0.15809, -1.99008, -3.14778], [2.00702, 3.04135, 1.34643], [1.11915, 1.79204, 1.74243], [1.34797, 2.52073, 1.03406], [1.56945, 2.97044, -1.52848], [1.70404, 1.93363, -0.46118], [1.92902, 2.09334, -1.45966], [1.98380, 1.09935, -3.74218], [1.25296, -0.23246, -4.00132], [1.23689, 0.66205, -4.28091], [-1.83405, 3.01318, 1.46680], [-0.62622, 3.00757, 0.67984], [-1.54872, 2.98287, 0.51606], [-2.26972, -2.16301, -2.29148], [-1.66788, -3.56280, -2.29381], [-2.39843, -3.03816, -2.64460], [-1.10718, -1.27833, 4.13705], [-2.23656, -0.32634, 3.43180], [-2.05819, -1.15993, 3.93000], [0.62970, -4.30800, 1.04959], [0.35454, -2.88701, 1.72910], [1.03789, -3.66297, 1.64045]],
  "nbo_charge": [-0.72, 0.81, -0.84, -0.54, -0.45, -0.28, -0.02, -0.47, 0.25, 0.20, 0.21, 0.25, 0.25, 0.20, 0.16, 0.16, 0.45, 0.49, -1.00, 0.45, 0.49, -0.97, 0.47, 0.46, -0.93, 0.47, 0.53, -1.00, 0.48, 0.51, -1.01, 0.49, 0.47, -0.96, 0.48, 0.48, -0.96, 0.50, 0.47, -0.97, 0.50, 0.46, -0.96, 0.45, 0.51, -1.01],
  "relative_energy_kj_mol": 370.92,
  "largest_force_ev_per_a": 7.57,
  "total_charge": -1,
  "orbital_gap_ev": 8.93,
  "energy_ev": -31699.492
}

=====

(4)
{
  "formula": "C5H28NO12",
  "method": "ωB97M-V with the def2-TZVPD basis set",
  "elements": ["O", "C", "O", "C", "C", "C", "C", "N", "H", "H", "H", "H", "H", "H", "H", "H", "H", "H", "O", "H", "H", "O", "H", "H", "O", "H", "H", "O", "H", "H", "O", "H", "H", "O", "H", "H", "O", "H", "H", "O", "H", "H", "O", "H", "H", "O"],
  "xyz": [[1.21830, -1.10901, 2.16663], [1.17560, -0.35001, 1.15948], [0.70494, 0.83301, 1.18010], [1.71255, -0.79494, -0.15968], [0.67652, -1.57418, -0.94250], [-0.73562, -0.92315, -1.23482], [-1.71567, 0.39940, 0.50002], [-1.47471, -0.81639, 0.09019], [2.62524, -1.50512, 0.01072], [1.93560, 0.18510, -0.70835], [1.06382, -1.95548, -1.83782], [0.55194, -2.45335, -0.17731], [-0.68651, 0.02140, -1.73439], [-1.35977, -1.69569, -1.77036], [-2.21344, 0.26116, 1.47005], [-1.54303, 1.38967, -0.01358], [-1.20555, 2.22446, 3.79314], [-0.66309, 1.33915, 2.87494], [-1.25474, 2.04434, 2.86602], [2.61264, -0.63251, -2.90315], [3.45880, -0.57341, -1.72243], [3.42117, -0.18042, -2.55237], [-1.65463, -0.65878, -3.96038], [-1.24786, -2.04842, -3.22590], [-1.30803, -1.63098, -4.09026], [1.92439, 2.76702, 1.01103], [2.92512, 2.60669, 2.25077], [2.44043, 3.35824, 1.67787], [-0.14498, 3.02295, -1.06759], [0.38218, 1.67509, -0.51890], [0.43113, 2.23126, -1.28987], [0.10386, 2.00475, -2.90171], [-1.42566, 2.37109, -3.22770], [-0.63001, 1.96563, -3.67707], [-1.24264, 3.02338, 1.52046], [0.09046, 3.73612, 0.94399], [-0.83123, 3.55327, 0.71517], [-1.42496, -4.19650, -0.67350], [-1.61850, -2.90033, 0.08269], [-2.06968, -3.51987, -0.54564], [0.13271, -0.92664, 3.27750], [-1.32673, -0.55267, 3.04937], [-0.70726, -0.47573, 3.72237], [-0.86917, -2.68351, 1.75444], [0.34628, -3.32758, 2.60138], [-0.58021, -3.52853, 2.21695]],
  "nbo_charge": [-0.78, 0.81, -0.83, -0.55, -0.41, -0.28, -0.03, -0.51, 0.21, 0.23, 0.20, 0.21, 0.21, 0.20, 0.18, 0.20, 0.48, 0.52, -0.96, 0.47, 0.46, -0.92, 0.49, 0.47, -0.96, 0.50, 0.48, -0.97, 0.51, 0.51, -1.01, 0.52, 0.45, -1.01, 0.52, 0.48, -1.03, 0.46, 0.49, -0.95, 0.51, 0.45, -1.01, 0.48, 0.49, -0.97],
  "relative_energy_kj_mol": 291.13,
  "largest_force_ev_per_a": 3.89,
  "total_charge": -1,
  "orbital_gap_ev": 9.68,
  "energy_ev": -31700.319
}

=====

(5)
{
  "formula": "C5H28O12",
  "method": "ωB97M-V with the def2-TZVPD basis set",
  "elements": ["C", "C", "C", "O", "H", "H", "H", "H", "H", "H", "H", "C", "C", "O", "O", "H", "H", "H", "O", "H", "H", "O", "H", "H", "O", "H", "H", "O", "H", "H", "O", "H", "H", "O", "H", "H", "O", "H", "H", "O", "H", "H", "O", "H", "H"],
  "xyz": [[-13.61674, -21.41002, -12.08367], [-14.18839, -21.22292, -10.68565], [-14.27667, -22.50638, -9.86347], [-13.61222, -20.13271, -9.99408], [-14.11172, -22.31053, -12.44722], [-12.52871, -21.47335, -12.06668], [-13.82808, -20.63201, -12.81725], [-15.24564, -21.01892, -10.85511], [-14.59326, -23.39260, -10.41344], [-15.06156, -22.48045, -9.10758], [-13.32545, -22.87897, -9.48340], [-16.53953, -22.14031, -14.25445], [-17.68607, -22.39228, -15.24781], [-17.50481, -22.29796, -16.47358], [-18.80508, -22.67915, -14.79894], [-15.60389, -22.00967, -14.79814], [-16.52650, -22.92282, -13.49575], [-16.62776, -21.28899, -13.57949], [-20.02406, -24.56710, -16.35629], [-19.17189, -24.84917, -16.68868], [-19.81887, -23.88003, -15.72221], [-15.79592, -21.44410, -18.34372], [-15.06019, -21.12466, -17.82133], [-16.40535, -21.80891, -17.70206], [-18.01558, -20.65346, -19.29776], [-17.13073, -20.87621, -19.00853], [-18.27221, -21.37964, -19.86613], [-18.91072, -20.15070, -12.49598], [-18.46601, -19.93406, -13.31546], [-19.38703, -20.95853, -12.68771], [-13.41229, -24.44817, -13.38374], [-13.97933, -24.83796, -14.04915], [-14.01087, -24.17461, -12.68868], [-19.27705, -24.52617, -12.56587], [-18.64567, -25.24172, -12.49116], [-19.02686, -24.06815, -13.36827], [-17.32975, -24.96001, -17.10512], [-17.41129, -24.11669, -16.65972], [-16.74370, -24.78665, -17.84182], [-16.28119, -18.12992, -12.18178], [-16.77786, -17.42600, -12.59898], [-16.85510, -18.89398, -12.23707], [-19.79438, -22.46053, -18.17510], [-18.90116, -22.39628, -17.83707], [-20.21233, -23.12260, -17.62444]],
  "nbo_charge": [-0.61, 0.09, -0.62, -0.98, 0.15, 0.19, 0.19, 0.08, 0.14, 0.19, 0.18, -0.75, 0.79, -0.83, -0.80, 0.22, 0.23, 0.24, -1.00, 0.48, 0.50, -0.99, 0.48, 0.52, -0.97, 0.48, 0.46, -0.96, 0.47, 0.49, -0.94, 0.46, 0.48, -0.96, 0.45, 0.50, -0.98, 0.50, 0.47, -0.92, 0.45, 0.47, -1.00, 0.49, 0.48],
  "largest_force_ev_per_a": 3.21,
  "total_charge": -2,
  "orbital_gap_ev": 4.89,
  "energy_ev": -30210.203
}

=====

(6)
{
  "formula": "C5H29NO10",
  "method": "ωB97M-V with the def2-TZVPD basis set",
  "elements": ["C", "C", "C", "C", "N", "C", "O", "H", "H", "H", "H", "H", "H", "H", "H", "H", "H", "H", "O", "H", "H", "O", "H", "H", "O", "H", "H", "O", "H", "H", "O", "H", "H", "O", "H", "H", "O", "H", "H", "O", "H", "H", "O", "H", "H"],
  "xyz": [[-1.45180, 1.68563, 0.89481], [-0.62386, 0.49355, 1.31558], [-1.15322, -0.30295, 2.49990], [-0.10507, -0.39709, 0.14271], [-0.99279, -1.47659, -0.22671], [1.31361, -0.79181, 0.55415], [2.26456, -0.47897, -0.11575], [-2.50903, 1.48327, 0.67905], [-1.44727, 2.46445, 1.65324], [-1.10896, 2.19642, -0.00692], [0.32341, 0.94692, 1.60686], [-2.24585, -0.30842, 2.51145], [-0.81360, 0.04992, 3.46960], [-0.84007, -1.34168, 2.44580], [0.06098, 0.24267, -0.72423], [-0.46622, -2.29889, -0.47675], [-1.70163, -1.77447, 0.42465], [1.43926, -1.43221, 1.44721], [-0.13110, 2.02603, -2.90348], [-0.96125, 1.72106, -2.51990], [0.33416, 1.35102, -3.42315], [2.64962, 2.01620, 1.04063], [3.59102, 1.86964, 0.92658], [2.25261, 2.07381, 0.14990], [1.98671, 2.66649, -1.48296], [2.38065, 3.49840, -1.78630], [1.03366, 2.56566, -1.69347], [2.04084, 0.94487, 3.59677], [1.12272, 1.19890, 3.73358], [2.34083, 1.58236, 2.92303], [1.14149, -0.27965, -3.90444], [1.02138, -1.00155, -4.53099], [2.10252, -0.22620, -3.78344], [-2.42327, -2.96789, 3.75847], [-2.01884, -3.63622, 3.18740], [-1.73412, -2.80068, 4.40980], [3.40653, 0.62412, -2.74952], [3.17302, 1.54493, -2.53425], [3.08386, 0.14690, -1.96733], [-3.40749, -1.99076, -2.63022], [-2.44961, -1.98639, -2.70661], [-3.61761, -2.28925, -1.73850], [-4.18238, -2.12325, 0.96812], [-4.22146, -1.54903, 1.74396], [-4.51682, -1.61721, 0.22016]],
  "nbo_charge": [-0.60, -0.25, -0.61, -0.13, -0.86, 0.45, -0.56, 0.20, 0.21, 0.21, 0.22, 0.21, 0.21, 0.21, 0.19, 0.36, 0.39, 0.12, -0.99, 0.49, 0.53, -1.00, 0.48, 0.51, -1.01, 0.49, 0.52, -0.96, 0.45, 0.50, -0.99, 0.48, 0.51, -0.94, 0.47, 0.47, -0.99, 0.49, 0.50, -0.95, 0.48, 0.47, -0.95, 0.48, 0.47],
  "smiles": "CC(C)[C@H](N)C=O.O.O.O.O.O.O.O.O.O",
  "relative_energy_kj_mol": 277.36,
  "largest_force_ev_per_a": 1.37,
  "orbital_gap_ev": 9.63,
  "energy_ev": -27620.764
}

=====

Q: What is the formula in the fourth record?
A: C5H28NO12